1.
H16O7S | ωB97M-V/def2-TZVPD

Properties
energy relative to the best compared isomer or geometry (same formula, charge and spin): 41.1 kcal per mole
SMILES string: O.O.O.O.O.O.O.S
HOMO-LUMO gap: 10.5 eV
LUMO level: 0.270 eV

The geometry in ORCA input format:
```
! RIJCOSX wB97M-V def2-TZVPD def2/J DEFGRID3
* xyz 0 1
S -0.43673 -3.24000 0.24235
H 0.84143 -3.37781 -0.13102
H -0.26927 -3.02045 1.54820
H -3.14504 -1.44342 -0.66536
H -2.31038 -1.51224 -1.84312
O -3.23016 -1.27809 -1.61509
H 3.13424 0.72743 -0.27291
H 4.16746 0.32069 -1.27366
O 3.23845 0.59547 -1.23692
H 0.11992 1.59349 2.18213
H -0.35222 1.80408 3.63635
O 0.44779 1.71223 3.09799
H 2.05761 0.88191 1.82929
H 3.51608 0.92332 2.05718
O 2.84229 0.33509 1.67661
H 1.72910 1.59645 -1.59789
H 0.37218 0.94214 -1.50867
O 0.78670 1.77460 -1.77187
H -1.36612 3.00875 0.42933
H -0.11815 2.25585 -0.22757
O -0.60373 2.45068 0.59452
H -3.55393 0.39864 -1.57881
H -3.66098 0.67325 -0.07185
O -3.17209 0.92961 -0.87059
*
```



2.
H16O8 | ωB97M-V/def2-TZVPD

Properties
energy relative to the best compared isomer or geometry (same formula, charge and spin): 7.2 kcal per mole
⟨S²⟩: 0.750
HOMO-LUMO gap (alpha / beta): 2.9 / 10.2 eV
LUMO level (alpha / beta): 2.835 / 3.180 eV

The geometry in ORCA input format:
```
! RIJCOSX wB97M-V def2-TZVPD def2/J DEFGRID3
* xyz -1 2
O 1.70183 3.18942 1.17099
H 0.97315 2.76422 0.71882
H 1.36687 4.05509 1.40477
O 2.88527 -0.86932 -0.86361
H 2.16015 -0.39580 -0.45592
H 2.89928 -0.55472 -1.76753
O -1.41743 1.40307 -2.59389
H -2.00335 0.65114 -2.50712
H -1.74114 1.87206 -3.36297
O -1.94058 -2.92852 0.01533
H -2.15119 -3.07604 -0.90667
H -2.43065 -3.60377 0.48448
O -0.12348 0.30336 0.56056
H -0.49132 0.88144 -0.10782
H -0.52836 -0.54733 0.39133
O 1.81644 -0.88994 2.05177
H 1.29914 -0.25713 1.55359
H 1.31113 -1.70162 2.00657
O -0.02618 -2.91413 1.76262
H 0.54197 -3.63530 1.49176
H -0.71450 -2.88823 1.09796
O -0.88383 3.05785 -0.41114
H -1.81201 3.29145 -0.42339
H -0.69120 2.79274 -1.31049
*
```



Q: What is the energy relative to the best compared isomer or geometry (same formula, charge and spin) in the second record?
A: 7.2 kcal per mole



Q: The highest energy relative to the best compared isomer or geometry (same formula, charge and spin) belongs to which entry?
A: H16O7S



Q: Among the records above, which one has the lowest energy relative to the best compared isomer or geometry (same formula, charge and spin)?
A: H16O8